Record 1
The following is a DFT calculation (ωB97M-V with the def2-TZVPD basis set) of 2 unconnected molecules or ions with the total composition C4H7ClO3S at a distorted geometry.

Summary:
* DFT total energy: -33759.815 eV
* highest occupied orbital energy: -9.266 eV
* SMILES string: C=CC(=O)OC.OSCl

Last column: Löwdin charge in e.
Element x y z (Å)
Cl -3.29319 1.37004 -1.98233  0.120
S -2.40307 0.05182 -0.72596  0.447
O 1.13326 0.68673 -0.26227  -0.057
O 0.75501 -1.48812 -0.75373  0.083
O -2.39731 1.05136 0.63046  -0.530
C 1.31854 0.88813 -1.64000  -0.073
C 0.57763 -0.60619 1.51432  -0.055
C 0.13277 -1.72561 2.07384  0.085
C 0.80128 -0.56101 0.04152  -0.567
H 0.07265 -2.62402 1.62601  0.037
H -0.15484 -1.82991 3.09365  0.065
H 2.15090 0.36374 -1.99552  0.067
H 0.78687 0.34384 1.98814  0.113
H -1.53707 1.55061 0.49443  0.044
H 0.46378 0.51916 -2.19326  0.080
H 1.59278 2.00944 -1.90932  0.141

Cartesian forces (eV/Å) of the 3 atoms listed first:
-0.03 -0.17 -0.35
-0.41 0.92 0.92
-0.04 0.96 -0.33



Record 2
The following is a DFT calculation (ωB97M-V with the def2-TZVPD basis set) of 2 unconnected molecules or ions with the total composition C4H7ClS at a distorted geometry.

Summary:
* DFT total energy: -27614.532 eV
* highest occupied orbital energy (alpha / beta): -8.392 / -7.793 eV

Last column: Löwdin charge in e.
Element x y z (Å)
Cl 2.69736 -0.50038 -1.86499  0.514
S 0.82492 -2.80869 -1.62009  0.662
C -1.16782 1.40086 1.88168  -0.112
C 1.14046 -1.18343 -2.14580  -1.055
C -0.23377 0.75460 0.88001  -0.277
C -0.58688 0.35556 -0.29315  0.080
H -1.17784 0.81350 2.79787  0.069
H -1.45076 0.29402 -0.91030  0.034
H 1.43907 -2.70494 -0.43948  -0.136
H 0.71651 -0.93867 -3.10288  -0.007
H -2.17777 1.46038 1.48352  0.068
H 0.79002 0.65342 1.22256  0.090
H -0.81351 2.40378 2.11104  0.069

Cartesian forces (eV/Å) of the 3 atoms listed first:
-0.04 0.06 0.00
-0.06 0.12 -0.21
0.09 -0.16 -0.24



Record 3
The following is a DFT calculation (ωB97M-V with the def2-TZVPD basis set) of C4H7ClS in the gas phase at a distorted geometry.

Summary:
* DFT total energy: -27618.218 eV
* highest occupied orbital energy: -8.887 eV
* SMILES string: CCC(=S)CCl

Last column: Löwdin charge in e.
Element x y z (Å)
Cl -0.21340 2.28967 -0.25603  0.579
S 1.29620 -1.62910 0.01712  0.776
C 0.29632 -0.39734 0.26179  -0.833
C 0.88883 0.98675 0.17312  -0.641
C -1.89423 -1.44617 -0.49790  -0.100
C -1.14391 -0.69355 0.65040  -0.297
H -1.67190 0.36331 0.80424  0.105
H -1.22214 -1.53477 -1.30827  0.036
H 1.58483 0.98222 -0.69559  0.070
H 1.42119 1.24801 1.03208  0.056
H -2.78709 -0.89842 -0.73374  0.063
H -1.22049 -1.23997 1.59993  0.105
H -2.09780 -2.47731 -0.14445  0.083

Cartesian forces (eV/Å) of the 3 atoms listed first:
-0.71 0.51 0.15
0.51 -0.42 -0.18
-0.42 -0.57 0.88



Record 4
The following is a DFT calculation (ωB97M-V with the def2-TZVPD basis set) of a molecular structure, C4H7CuO3 at a distorted geometry.

Summary:
* DFT total energy: -55037.766 eV
* highest occupied orbital energy (alpha / beta): -6.750 / -6.751 eV

Last column: Löwdin charge in e.
Element x y z (Å)
Cu -0.97606 0.48437 1.74715  0.455
O 2.46307 0.71172 -0.29986  0.143
O 0.76445 -0.45737 0.61221  -0.126
O 0.69990 1.70064 0.68812  0.084
C 0.45102 -1.39195 -0.50502  0.055
C -2.30817 -0.74095 0.04785  -0.248
C 1.44053 0.62699 0.33951  -0.654
C -1.45253 -0.37688 -1.02661  -0.174
H 1.29497 -1.39150 -1.21162  0.084
H -0.88538 0.50491 -1.34805  0.053
H 0.27019 -2.33115 0.03913  0.086
H -3.34752 -0.39274 -0.03360  0.017
H 0.86224 2.42955 0.07555  0.149
H -2.14680 -1.75997 0.43663  0.014
H -1.89769 -0.56149 -2.01871  0.062

Cartesian forces (eV/Å) of the 3 atoms listed first:
-1.50 -0.90 -1.17
-0.69 -0.07 0.81
0.02 -1.08 0.48